No. 1
{"formula": "C25H35As3BrMnNO5S", "method": "the ωB97M-V functional and the def2-TZVPD basis", "symbols": ["Mn", "C", "As", "C", "C", "C", "C", "C", "As", "C", "C", "C", "As", "C", "C", "H", "H", "H", "H", "H", "H", "H", "H", "H", "H", "H", "H", "H", "H", "H", "H", "H", "H", "H", "H", "H", "H", "H", "H", "H", "H", "H", "O", "S", "O", "N", "C", "O", "C", "C", "C", "C", "C", "C", "H", "H", "H", "H", "Br", "C", "C", "C", "C", "C", "C", "C", "O", "O", "H", "H", "H", "H"], "coordinates": [[-0.5660, 0.6911, -1.3641], [3.1355, 0.9639, -2.0167], [1.6381, -0.2759, -1.7490], [2.1847, -1.5034, -3.2000], [2.3041, -1.4135, -0.2497], [2.1694, -0.9479, 1.2194], [2.6830, 0.4854, 1.3329], [0.7217, -1.0335, 1.7285], [-0.5887, 0.3395, 1.1003], [-0.4110, 1.7334, 2.4729], [-2.2031, -0.4879, 1.8402], [3.0597, -1.9136, 2.0312], [3.2269, -2.0736, 4.0351], [1.5336, -2.9861, 4.5063], [2.7971, -0.2859, 4.7617], [4.0974, 0.4782, -1.8300], [3.0353, 1.8412, -1.3803], [3.1004, 1.2945, -3.0579], [3.2369, -1.7849, -3.0888], [2.0583, -0.9810, -4.1536], [1.5702, -2.4047, -3.2220], [3.3695, -1.5767, -0.4665], [1.8014, -2.3837, -0.3668], [2.0532, 1.1447, 0.7201], [3.7154, 0.5471, 0.9878], [2.6440, 0.8263, 2.3642], [0.7332, -0.9689, 2.8194], [0.2990, -2.0101, 1.4586], [-0.3788, 1.3070, 3.4795], [-1.2956, 2.3684, 2.3813], [0.4637, 2.3554, 2.2903], [-2.1121, -0.6697, 2.9150], [-2.4364, -1.4248, 1.3340], [-3.0382, 0.1955, 1.6680], [4.0958, -1.7594, 1.7059], [2.8082, -2.9404, 1.7395], [1.3587, -3.8165, 3.8246], [0.6654, -2.3324, 4.4986], [1.6336, -3.4001, 5.5096], [3.5948, 0.4150, 4.5237], [2.7489, -0.3724, 5.8464], [1.8482, 0.1084, 4.4079], [-6.0039, -2.7099, -2.6470], [-5.0904, -2.5861, -1.5511], [-5.5831, -2.8843, -0.2347], [-4.3477, -1.1130, -1.5521], [-3.0632, -1.2268, -1.6626], [-2.2428, -0.2669, -1.6752], [-2.5500, -2.6302, -1.7793], [-1.2299, -3.0418, -1.8415], [-0.9657, -4.3976, -1.9618], [-2.0058, -5.3143, -2.0241], [-3.3307, -4.8971, -1.9427], [-3.5797, -3.5511, -1.8153], [-0.4322, -2.3004, -1.7898], [0.0558, -4.7488, -2.0049], [-1.7822, -6.3660, -2.1235], [-4.1421, -5.6056, -1.9786], [0.6463, 8.4634, -1.0008], [-0.5515, 7.0599, -1.4728], [-1.7930, 7.3806, -1.9944], [-2.6573, 6.3588, -2.3512], [-2.2760, 5.0372, -2.2055], [-1.0244, 4.7320, -1.6827], [-0.1582, 5.7472, -1.2997], [-0.5926, 3.3094, -1.5346], [-0.7639, 2.5282, -2.5030], [-0.0553, 2.9217, -0.4664], [-2.0762, 8.4145, -2.1225], [-3.6282, 6.6000, -2.7560], [-2.9428, 4.2389, -2.4905], [0.8098, 5.4981, -0.8919]], "atomic_forces_ev_per_a": [[-1.15, 1.65, -0.86], [-0.18, 0.21, -0.01], [2.35, -1.13, -0.31], [-0.29, 0.14, -0.05], [-0.13, -0.03, -0.04], [-0.16, 0.19, -0.02], [-0.15, -0.14, -0.03], [-0.12, 0.06, -0.15], [0.01, -0.73, 2.04], [0.00, 0.10, -0.33], [-0.12, 0.04, -0.14], [0.10, -0.04, 0.14], [-0.19, 0.05, -0.17], [0.11, 0.10, 0.01], [0.02, -0.14, -0.12], [-0.22, -0.06, 0.02], [-0.01, -0.04, 0.01], [-0.02, -0.04, 0.11], [-0.19, 0.13, 0.13], [0.01, -0.08, 0.16], [0.01, 0.09, 0.06], [-0.21, 0.06, -0.07], [0.06, 0.13, -0.04], [0.22, 0.11, 0.13], [0.04, 0.10, -0.05], [-0.01, 0.12, 0.03], [-0.11, 0.01, -0.12], [-0.04, 0.11, 0.09], [0.01, -0.10, -0.20], [0.10, -0.05, 0.01], [-0.04, -0.06, -0.02], [0.14, 0.05, -0.16], [0.06, 0.02, -0.03], [0.07, -0.07, 0.00], [-0.07, -0.04, 0.04], [0.04, -0.01, 0.08], [0.03, -0.01, -0.07], [-0.05, 0.07, -0.06], [0.08, 0.03, -0.01], [0.02, 0.01, -0.05], [0.01, -0.10, 0.02], [-0.08, 0.04, -0.04], [0.24, 0.04, -0.12], [0.16, -0.16, 0.14], [0.13, 0.02, -0.02], [-0.43, -0.11, -0.01], [-0.07, -0.62, 0.02], [0.22, 0.49, -0.08], [0.17, -0.16, -0.08], [-0.04, 0.30, 0.04], [0.12, 0.00, 0.02], [-0.11, 0.01, 0.03], [-0.16, -0.14, -0.02], [-0.09, 0.69, 0.13], [-0.13, -0.21, -0.05], [0.07, -0.03, -0.02], [0.00, -0.08, -0.02], [-0.09, -0.14, 0.01], [-0.09, -0.12, -0.02], [0.11, 0.17, 0.01], [0.06, 0.09, 0.03], [0.00, 0.00, 0.01], [0.15, -0.09, -0.01], [-0.08, 0.10, 0.00], [-0.02, -0.05, 0.02], [0.51, 0.20, 0.44], [-0.47, -0.91, -0.43], [-0.02, -0.03, 0.06], [-0.01, 0.05, 0.01], [-0.10, 0.02, -0.02], [-0.04, -0.11, -0.08], [0.04, 0.03, 0.07]], "total_charge": 0, "spin_multiplicity": 6, "total_energy_ha": -12235.1486}

No. 2
{"formula": "C4H37NO16", "method": "the ωB97M-V functional and the def2-TZVPD basis", "symbols": ["C", "O", "C", "C", "C", "O", "N", "H", "H", "H", "H", "H", "H", "H", "H", "H", "H", "H", "O", "H", "H", "O", "H", "H", "O", "H", "H", "O", "H", "H", "O", "H", "H", "O", "H", "H", "O", "H", "H", "O", "H", "H", "O", "H", "H", "O", "H", "H", "O", "H", "H", "O", "H", "H", "O", "H", "H", "O"], "coordinates": [[1.0069, -0.4017, -0.5359], [1.8229, -1.5100, -0.8716], [0.3817, 0.3453, -1.7283], [-0.9637, -0.2284, -2.2529], [-1.1441, -0.1610, -3.8314], [-1.8170, -1.0225, -4.3008], [0.2063, 1.6951, -1.4363], [0.4564, -0.7180, 0.3496], [1.6941, 0.4551, -0.0915], [1.4094, -1.8517, -1.6564], [1.1724, 0.1193, -2.6048], [-0.9077, -1.3860, -1.9982], [-1.7946, -0.0390, -1.7728], [-0.6787, 0.7542, -4.3997], [-0.2891, 2.2010, -2.1959], [-0.4037, 2.0315, -0.6285], [-2.6129, -1.2085, 0.3251], [-2.8315, 0.1734, 0.9139], [-3.1769, -0.6951, 0.9397], [-2.6005, 0.8248, 2.9496], [-1.3942, 1.7408, 3.3366], [-1.6355, 0.9054, 2.7897], [-1.9800, 3.6591, -2.6556], [-0.5046, 4.3216, -2.7280], [-1.1428, 3.7003, -2.9388], [3.2107, -0.9028, -3.7066], [1.9275, -1.6658, -3.5477], [2.2654, -0.8471, -4.0281], [-1.5301, 1.8819, 1.1842], [-2.8342, 2.5088, 0.7867], [-2.0552, 2.1835, 0.4732], [-0.1520, -3.5699, 1.5464], [-0.6681, -3.8073, 2.8761], [-0.8306, -4.0187, 1.9211], [0.1754, -2.2872, -4.2213], [-0.4475, -3.2972, -3.1256], [0.2934, -2.9934, -3.5751], [0.3746, 3.6967, 2.6130], [0.4622, 2.6231, 3.7977], [-0.1126, 3.3112, 3.2907], [-1.7254, -3.6718, 0.5445], [-2.3853, -3.8981, -0.7465], [-1.8999, -3.2803, -0.2423], [1.0370, -1.5666, 4.1995], [0.6603, -0.5249, 3.1718], [1.3056, -0.6824, 3.8503], [-1.6395, -2.2995, 3.4144], [-1.2691, -1.6568, 5.0156], [-1.0038, -2.1016, 4.1536], [2.0171, 3.3397, 0.1192], [2.3666, 4.7081, -0.5358], [2.2961, 4.2474, 0.2988], [1.6238, 1.1478, 4.1631], [2.2908, 2.6336, 4.0231], [1.6979, 2.0423, 4.4845], [4.5423, -2.2681, -1.5562], [3.4050, -1.2631, -1.7227], [4.3292, -1.4265, -1.8966]], "atomic_forces_ev_per_a": [[1.98, 2.70, 1.60], [-0.08, 0.25, -0.13], [-0.49, -2.47, -1.25], [5.65, -4.73, -2.90], [0.37, 1.52, 2.71], [-0.30, -0.32, -1.64], [-0.50, 4.33, 0.70], [-1.09, 0.20, -0.34], [-0.87, -1.78, -0.81], [-0.38, -0.92, -0.60], [-1.59, 1.15, 1.90], [-0.14, 1.87, -0.99], [-4.28, 2.11, 2.49], [-0.61, -1.51, 0.59], [0.84, -0.61, 0.41], [1.08, -1.65, -1.18], [-0.48, 0.09, 0.44], [0.69, 1.52, -0.29], [-0.22, -1.88, -0.32], [0.80, -0.28, -0.15], [-0.22, -1.56, -1.41], [-0.30, 1.84, 1.90], [-4.31, 0.91, 2.21], [0.76, 2.17, 1.24], [3.31, -2.79, -3.64], [-1.01, 0.38, -0.70], [0.34, 1.24, -1.20], [0.98, -1.93, 1.48], [0.67, -0.50, 1.81], [-3.16, 1.49, 1.55], [2.20, -0.75, -3.44], [3.52, 2.09, -2.32], [-0.44, -0.67, -0.88], [-2.40, -1.66, 3.90], [-1.02, -0.46, 0.24], [-2.44, -0.18, 0.70], [3.63, 0.52, -0.96], [1.43, 0.92, -1.85], [-0.49, 1.74, -0.84], [-1.67, -2.04, 2.42], [0.62, -1.90, 3.95], [-0.89, -0.91, -0.91], [-0.23, 3.11, -3.71], [0.23, 1.18, -0.35], [-0.74, 0.06, -0.52], [0.54, -0.90, 0.67], [0.02, 1.13, 1.84], [-0.49, -0.92, -2.35], [0.11, -0.30, 0.39], [0.00, 0.21, -0.46], [-0.04, -0.17, -0.29], [-0.07, -0.17, 0.71], [0.83, -0.95, -0.42], [0.48, -0.52, -0.38], [-0.48, 0.64, 1.31], [0.18, -1.42, 0.64], [-0.57, -0.10, 0.81], [0.70, 1.59, -1.34]], "total_charge": 0, "e_above_lowest_kj_mol": 761.93, "total_energy_ha": -1433.0492}

> Number 2 is which compound?

C4H37NO16